# C2H13N2Zr

A molecular structure, C2H13N2Zr (wB97M-V/def2-TZVPD, the OMol25 dataset).

CARTESIAN COORDINATES (ANGSTROEM)
C1 -1.81009 0.59711 -1.26646
Zr1 -0.27925 1.01020 0.24283
N1 1.76994 0.45373 1.45451
N2 0.93764 -0.31058 -1.33040
H1 1.74932 -0.44229 1.95365
H2 0.56074 2.56303 0.51339
H3 -2.69480 1.18655 -0.89624
H4 -2.09037 -0.43317 -1.35852
H5 -1.62602 1.06717 -2.25757
H6 1.19258 -1.23534 -0.95936
H7 1.80216 0.17062 -1.57791
H8 0.46088 -0.51237 -2.22173
H9 2.56917 0.41746 0.81606
H10 1.98834 1.16549 2.15798
C2 -1.02366 -1.10564 1.04184
H11 -1.17396 -1.95630 0.31697
H12 -2.01068 -1.08410 1.57901
H13 -0.32195 -1.55156 1.79196

Calculated values
LUMO level: -4.397 eV
Net charge: +1
E: -6536.850 eV
Frontier orbital gap: 8.4 eV
Energy relative to the best compared isomer or geometry (same formula, charge and spin): 12.08 kcal/mol

=====

# C2H13N3O3

4 unconnected molecules or ions with the total composition C2H13N3O3 (wB97M-V/def2-TZVPD, the OMol25 dataset).

CARTESIAN COORDINATES (ANGSTROEM)
C1 -0.89520 -1.82762 -1.76876
N1 -0.33859 -0.66774 -1.08592
C2 -0.92114 0.55591 -1.11365
N2 -0.21382 1.52540 -0.27866
N3 -2.10730 0.66371 -1.56643
H1 -1.85878 -2.19329 -1.19758
H2 -1.28375 -1.46286 -2.70857
H3 -0.19521 -2.65188 -1.81398
H4 0.50031 -0.79926 -0.53586
H5 -0.97993 2.11040 0.08845
H6 0.66269 1.86213 -0.62037
H7 -2.63476 1.51814 -1.53890
H8 1.24463 1.19858 2.96812
H9 0.59833 1.61041 1.51646
O1 1.06245 1.88770 2.32799
H10 2.83596 0.71091 -0.66942
H11 2.22233 1.17709 0.81118
O2 2.67010 0.51297 0.25630
H12 -0.07509 -1.36157 1.82895
H13 0.18963 -2.20820 2.89889
O3 -0.48286 -2.16094 2.20177

Calculated values
LUMO level: 0.302 eV
SMILES: [H]/N=C(\N)NC.O.O.O
E: -12897.032 eV
Frontier orbital gap: 9.2 eV
Energy relative to the best compared isomer or geometry (same formula, charge and spin): 27.04 kcal/mol

=====

# C2H13N9O

3 unconnected molecules or ions with the total composition C2H13N9O (wB97M-V/def2-TZVPD, the OMol25 dataset).

CARTESIAN COORDINATES (ANGSTROEM)
C1 -3.07081 -0.55392 -0.23616
C2 1.53317 0.74388 0.03413
N1 0.62948 1.64558 0.18707
N2 -0.55825 2.00512 0.17109
N3 -4.31219 -0.90911 -0.24111
N4 2.42921 0.58956 -0.90246
N5 -0.88039 3.17640 0.41096
N6 4.34965 -1.10199 -0.15558
N7 -2.08955 -1.42849 0.11278
N8 -0.00131 -1.60311 1.03329
N9 -0.82962 -0.97588 0.51562
O1 -2.68023 0.64912 -0.55953
H1 1.86957 0.20628 0.90244
H2 -4.30017 -1.89295 -0.12766
H3 -5.10259 -0.25338 -0.40404
H4 4.82988 -1.71084 -0.79798
H5 3.22916 -0.14963 -0.82421
H6 -0.10301 3.89032 0.52718
H7 -1.75580 3.49858 0.34185
H8 3.65684 -1.62444 0.34666
H9 5.02044 -0.68637 0.46342
H10 -2.26549 -2.49357 0.11345
H11 2.12576 0.79214 -1.89112
H12 -0.04661 -2.59931 1.39348
H13 -1.67716 0.78597 -0.41356

Calculated values
LUMO level: -6.785 eV
Net charge: +2
E: -17723.182 eV
Frontier orbital gap: 10.1 eV
Energy relative to the best compared isomer or geometry (same formula, charge and spin): 0.00 kcal/mol

=====

# C2H13NO3

4 unconnected molecules or ions with the total composition C2H13NO3 (wB97M-V/def2-TZVPD, the OMol25 dataset).

CARTESIAN COORDINATES (ANGSTROEM)
C1 -2.50841 1.38085 -0.95740
N1 -2.07133 1.68623 0.43147
C2 -2.12919 0.23459 1.13512
H1 -1.71167 0.78534 -1.55963
H2 -3.29357 0.65812 -0.94096
H3 -2.82374 2.31771 -1.43572
H4 -2.59080 2.32143 0.82966
H5 -1.33947 0.35442 2.01676
H6 -1.70021 -0.49433 0.34995
H7 -3.12415 -0.20348 1.58433
H8 3.76130 0.61638 -0.99390
H9 3.24261 -0.72194 -0.11978
O1 3.64910 -0.40374 -0.96066
H10 3.18805 -1.10312 1.88382
H11 1.78375 -1.82013 1.82368
O2 2.54332 -1.41193 1.36988
H12 1.89185 -2.16304 -1.17031
H13 1.82106 -0.58673 -1.57630
O3 1.41152 -1.44663 -1.71001

Calculated values
LUMO level: 0.356 eV
SMILES: CNC.O.O.O
E: -9915.003 eV
Frontier orbital gap: 9.3 eV
Energy relative to the best compared isomer or geometry (same formula, charge and spin): 73.99 kcal/mol

=====

# C2H13NO3

4 unconnected molecules or ions with the total composition C2H13NO3 (wB97M-V/def2-TZVPD, the OMol25 dataset).

CARTESIAN COORDINATES (ANGSTROEM)
C1 2.26884 -1.84292 -1.63871
C2 1.46581 -0.57125 -1.83990
N1 0.23481 -0.40362 -1.04379
H1 2.91952 -2.02075 -2.42072
H2 2.81012 -1.75855 -0.61659
H3 1.66326 -2.75903 -1.71217
H4 2.06119 0.25215 -1.45370
H5 1.49576 -0.33291 -2.94718
H6 0.01002 0.48596 -1.40405
H7 -0.48718 -0.94206 -1.41987
H8 -2.35592 2.43907 2.26997
H9 -0.74053 2.22174 1.94915
O1 -1.60558 2.60153 1.55872
H10 -1.53241 0.11762 -0.14417
H11 -3.08238 0.19174 0.16621
O2 -2.27929 -0.24706 0.44246
H12 1.01208 -0.55138 1.78594
H13 -0.42022 -0.13408 1.75908
O3 0.45926 0.15814 2.04462

Calculated values
LUMO level: 0.721 eV
SMILES: CCN.O.O.O
E: -9916.414 eV
Frontier orbital gap: 10.9 eV
Energy relative to the best compared isomer or geometry (same formula, charge and spin): 41.44 kcal/mol

=====

# C2H13NO4

5 unconnected molecules or ions with the total composition C2H13NO4 (wB97M-V/def2-TZVPD, the OMol25 dataset).

CARTESIAN COORDINATES (ANGSTROEM)
C1 -1.72455 0.40453 -2.83937
C2 -2.57857 -0.79297 -1.12210
N1 -2.46259 0.39260 -1.57865
H1 -0.90836 1.12949 -2.79339
H2 -2.37303 0.58632 -3.71574
H3 -1.19761 -0.51498 -3.15186
H4 -2.86646 -0.88554 -0.07029
H5 -2.65828 -1.68070 -1.74316
H6 3.47931 -1.39347 1.68013
H7 3.85785 -0.91314 0.28192
O1 3.11633 -1.24152 0.82010
H8 2.69321 3.25961 1.61815
H9 2.17950 1.94561 2.33814
O2 2.93608 2.46938 2.13179
H10 0.36064 -3.45242 2.25384
H11 0.62924 -1.95453 1.93996
O3 0.03040 -2.54900 2.37629
H12 -0.70032 1.10287 1.03040
H13 -1.16873 2.10023 -0.13239
O4 -0.64405 1.98762 0.67626

Calculated values
LUMO level: 0.470 eV
SMILES: C=NC.O.O.O.O
E: -11963.445 eV
Frontier orbital gap: 10.6 eV
Energy relative to the best compared isomer or geometry (same formula, charge and spin): 46.63 kcal/mol

=====

# C2H13NO4

5 unconnected molecules or ions with the total composition C2H13NO4 (wB97M-V/def2-TZVPD, the OMol25 dataset).

CARTESIAN COORDINATES (ANGSTROEM)
C1 -1.09739 1.42742 0.70216
C2 0.92108 2.01510 1.83141
N1 0.06967 1.13378 1.50604
H1 -1.56682 2.47582 0.97481
H2 -1.99603 0.81038 1.13275
H3 -0.90256 1.28960 -0.30533
H4 1.91607 1.80610 2.07716
H5 0.84049 3.07825 1.71000
H6 2.03651 -2.47842 0.23002
H7 3.01567 -1.98876 -0.64833
O1 2.26672 -2.68149 -0.59837
H8 -0.38078 -0.71914 1.87236
H9 -1.73850 -1.57850 2.18157
O2 -0.85159 -1.66113 1.90530
H10 -2.17277 0.05599 -1.62790
H11 -1.23143 -1.22820 -1.69383
O3 -1.56734 -0.46790 -2.24310
H12 -0.37881 0.71451 -2.71798
H13 0.44117 1.32250 -1.69908
O4 0.48821 0.79156 -2.46759

Calculated values
LUMO level: 0.369 eV
SMILES: C=NC.O.O.O.O
E: -11962.283 eV
Frontier orbital gap: 10.8 eV
Energy relative to the best compared isomer or geometry (same formula, charge and spin): 73.41 kcal/mol

=====

# C2H13NO4

A molecular structure, C2H13NO4 (wB97M-V/def2-TZVPD, the OMol25 dataset).

CARTESIAN COORDINATES (ANGSTROEM)
C1 -0.75578 -2.50709 -0.62383
C2 0.04763 -1.18718 -0.73407
N1 0.61039 -0.89369 0.57667
H1 -0.20503 -3.31738 -0.23922
H2 -1.69304 -2.25492 0.15231
H3 -1.17419 -2.82937 -1.55577
H4 0.94742 -1.24771 -1.39790
H5 -0.66909 -0.34698 -1.07163
H6 0.99961 2.01391 -2.17646
H7 1.68061 1.39464 -0.50628
O1 0.89556 1.36178 -1.48923
H8 -1.48081 0.96350 0.72906
H9 -0.52564 1.55412 -0.21952
O2 -1.03860 1.75372 0.53745
H10 1.14615 -0.08918 0.58053
H11 2.34220 2.29131 0.88223
O3 2.33464 1.41015 0.43087
H12 -2.74134 -0.46852 1.85045
H13 -0.20122 -0.80358 1.28957
O4 -1.99778 -0.58044 1.24508

Calculated values
LUMO level: -5.663 eV
E: -11956.344 eV
Frontier orbital gap: 4.2 eV
Energy relative to the best compared isomer or geometry (same formula, charge and spin): 210.37 kcal/mol

=====

# C2H13NO4

4 unconnected molecules or ions with the total composition C2H13NO4 (wB97M-V/def2-TZVPD, the OMol25 dataset).

CARTESIAN COORDINATES (ANGSTROEM)
C1 0.62218 0.22154 1.99991
O1 0.46525 1.63440 2.14082
C2 1.04837 -0.05886 0.52618
N1 0.61374 -1.42323 0.13666
H1 -0.37759 -0.23087 2.07662
H2 1.28344 -0.14769 2.78127
H3 -0.43836 1.85958 2.23784
H4 2.14661 0.01073 0.54744
H5 0.68543 0.77387 -0.06197
H6 1.02972 -2.04646 0.81599
H7 1.07499 -1.59861 -0.75236
H8 -1.57784 2.65356 -0.87267
H9 -1.55981 1.16690 -0.54635
O2 -1.17723 1.82527 -1.14003
H10 -2.53830 -1.47044 -0.22339
H11 -1.21247 -0.85796 -0.09390
O3 -2.16639 -0.61024 -0.00206
H12 0.87692 -2.17635 -3.39328
H13 1.32308 -0.79300 -3.58955
O4 0.97279 -1.35184 -2.90238

Calculated values
LUMO level: 0.586 eV
SMILES: NCCO.O.O.O
E: -11964.529 eV
Frontier orbital gap: 10.2 eV
Energy relative to the best compared isomer or geometry (same formula, charge and spin): 21.63 kcal/mol

=====

# C2H13NO4

5 unconnected molecules or ions with the total composition C2H13NO4 (wB97M-V/def2-TZVPD, the OMol25 dataset).

CARTESIAN COORDINATES (ANGSTROEM)
C1 -0.27859 -3.05258 -0.98709
C2 0.19524 -1.87187 -0.38372
N1 -0.14063 -0.60256 -1.02195
H1 -0.95810 -3.09180 -1.81020
H2 0.27829 -3.96865 -0.59377
H3 1.16136 -1.89359 0.27013
H4 -0.72236 -0.02718 -0.53057
H5 -0.24501 -0.97415 -1.96535
H6 0.25722 -1.33604 2.94238
H7 0.90473 -0.12594 2.15882
O1 0.89467 -0.51497 3.00188
H8 1.05734 1.15089 -0.24352
H9 2.40858 1.21129 0.42334
O2 1.98006 1.58485 -0.39963
H10 -2.17444 2.56158 -1.88645
H11 -1.27981 1.50419 -1.35062
O3 -1.73147 1.77856 -2.11013
H12 -0.44236 0.95868 1.93441
H13 -0.60370 2.49644 1.71233
O4 -0.91292 1.56392 1.29757

Calculated values
LUMO level: 0.095 eV
SMILES: C=CN.O.O.O.O
E: -11962.331 eV
Frontier orbital gap: 9.4 eV
Energy relative to the best compared isomer or geometry (same formula, charge and spin): 72.30 kcal/mol